Entry 1:
Formula: CN5O
Source: the Open Molecules 2025 dataset
Level of theory: ωB97M-V/def2-TZVPD

Spin multiplicity: 3
HOMO level (alpha / beta) in Eh: -0.18976 / -0.18412
Electronic energy in Eh: -386.97163
Charge: -1

Last column: natural (NBO) charge in e.
CARTESIAN COORDINATES (ANGSTROEM)
C -0.07 -0.17 0.16  0.3524
N -0.59 1.06 -0.09  -0.4680
N -0.93 -1.13 0.25  -0.4541
N -1.92 0.75 -0.17  -0.1676
N -2.06 -0.54 0.00  -0.1676
N 2.38 -0.27 -0.43  0.1805
O 3.19 0.30 0.27  -0.2757

---

Entry 2:
Formula: C4H8NO2
Source: the Open Molecules 2025 dataset
Level of theory: ωB97M-V/def2-TZVPD

SMILES: NCCCC(=O)[O-]
ΔE to the lowest compared entry with this formula, charge and spin in kcal per mole: 17.98
HOMO level in Eh: -0.14668
Electronic energy in Eh: -362.49558
Charge: -1

Last column: natural (NBO) charge in e.
CARTESIAN COORDINATES (ANGSTROEM)
N -0.92 1.32 -1.88  -0.8624
C -0.79 1.05 -0.44  -0.2039
C 0.55 0.40 -0.12  -0.4421
C 0.50 -0.42 1.15  -0.5437
C 0.64 -1.97 1.10  0.7712
O 1.16 -2.41 0.04  -0.7991
O 0.29 -2.56 2.13  -0.7826
H -1.69 0.81 -2.29  0.3475
H -0.12 1.04 -2.43  0.3527
H -1.61 0.42 -0.09  0.1751
H -1.02 1.96 0.11  0.1585
H 0.68 -0.36 -0.90  0.2390
H 1.33 1.14 -0.10  0.1861
H 1.32 -0.18 1.85  0.2026
H -0.32 -0.23 1.87  0.2012

---

Entry 3:
Formula: C34H60N2O2SiZn
Source: the Open Molecules 2025 dataset
Level of theory: ωB97M-V/def2-TZVPD

ΔE to the lowest compared entry with this formula, charge and spin in kcal per mole: 0.00
HOMO level in Eh: -0.26556
Electronic energy in Eh: -3660.29137
Charge: 0

Last column: Mulliken charge in e.
CARTESIAN COORDINATES (ANGSTROEM)
O -2.13 2.07 0.44  -0.0902
O 2.28 6.28 -3.38  -0.4083
C -2.90 1.98 -0.79  0.9714
C -4.36 2.40 -0.67  -1.5505
H -2.82 0.95 -1.15  -0.7251
H -2.43 2.60 -1.57  0.2751
H -4.88 1.66 -0.05  0.3371
H -4.83 2.45 -1.66  0.3741
H -4.49 3.39 -0.22  0.3750
C -1.32 3.31 0.57  0.1171
C -1.45 4.31 -0.58  -1.4396
H -0.27 3.00 0.66  0.1301
H -1.61 3.79 1.53  0.3114
H -0.92 3.99 -1.49  0.3396
H -1.04 5.29 -0.25  0.3506
H -2.51 4.52 -0.79  0.3483
C 2.75 5.47 -2.29  0.2462
C 1.88 5.42 -4.44  0.2257
C 2.56 6.20 -0.97  -1.0404
H 3.82 5.24 -2.48  0.2900
H 2.21 4.49 -2.18  -0.0621
H 2.81 7.27 -1.07  0.3289
H 3.22 5.73 -0.22  0.3456
H 1.53 6.11 -0.59  0.1061
C 1.05 6.13 -5.49  -1.2941
H 1.27 4.56 -4.08  0.0393
H 2.81 5.02 -4.89  0.2441
H 0.05 6.38 -5.12  0.3053
H 0.93 5.42 -6.30  0.3656
H 1.55 7.03 -5.85  0.3342
H 1.58 0.81 -2.61  -0.4671
N -1.25 -1.62 -0.16  -0.0200
C -0.60 -2.75 -0.45  0.4726
C 0.78 -2.89 -0.44  -1.4213
C 1.70 -1.99 0.11  0.7291
C -1.34 -4.01 -0.79  -1.5851
H -2.01 -3.88 -1.65  0.3006
H -1.91 -4.40 0.05  0.2323
H -0.60 -4.77 -1.06  0.4939
C 3.12 -2.48 0.12  -1.7666
H 3.37 -2.96 1.08  0.2606
H 3.85 -1.68 -0.08  0.2687
H 3.23 -3.24 -0.65  0.5212
N 1.35 -0.85 0.68  0.5932
C -2.67 -1.65 -0.19  0.2857
C -3.36 -1.51 -1.42  0.9944
C -2.69 -1.53 -2.77  -1.3884
C -4.74 -1.28 -1.36  -0.6431
H -5.27 -1.12 -2.30  0.4445
C -5.40 -1.27 -0.13  -1.0544
H -6.47 -1.05 -0.11  0.3801
C -4.73 -1.57 1.06  -0.9373
H -5.25 -1.62 2.01  0.4446
C -3.36 -1.81 1.03  1.7503
C -2.60 -2.21 2.27  -1.2817
C 2.19 -0.28 1.65  -0.2009
C 3.04 0.79 1.29  1.3556
C 3.17 1.22 -0.14  -1.3410
C 3.80 1.40 2.28  -0.9589
H 4.43 2.24 2.00  0.4474
C 3.75 0.93 3.60  -0.9272
H 4.33 1.44 4.37  0.3930
C 2.99 -0.19 3.92  -1.0081
H 2.99 -0.60 4.93  0.4110
C 2.22 -0.83 2.95  1.3038
C 1.48 -2.09 3.29  -1.2759
Zn -0.87 0.24 0.91  0.9287
H -2.58 -0.51 -3.19  0.3262
H -3.33 -2.08 -3.47  0.4152
H -1.70 -2.00 -2.78  -0.0743
H -1.85 -2.98 2.06  0.1851
H -3.30 -2.63 3.01  0.4875
H -2.08 -1.36 2.76  0.0708
H 3.64 2.21 -0.20  0.3718
H 2.21 1.27 -0.65  -0.1524
H 3.82 0.52 -0.72  0.3106
H 0.46 -2.12 2.89  -0.0262
H 1.41 -2.17 4.38  0.4744
H 2.01 -2.98 2.94  0.2610
H 1.19 -3.83 -0.81  0.2448
C 1.26 1.25 -3.54  0.1727
Si 1.87 0.01 -4.77  0.3815
H 0.17 1.35 -3.66  0.3281
H 1.80 2.20 -3.73  -0.1326
C 0.93 0.22 -6.37  -1.0418
C 1.43 -1.55 -3.93  -0.0771
C 3.70 0.40 -4.56  -1.0557
H 3.82 1.41 -4.12  0.2719
H 4.32 0.34 -5.46  0.3715
H 4.07 -0.33 -3.82  0.2642
H -0.13 -0.05 -6.23  0.3080
H 1.40 -0.50 -7.07  0.2897
H 0.97 1.21 -6.83  0.3246
H 0.43 -1.51 -3.49  -0.4235
H 2.15 -1.68 -3.10  -0.0255
H 1.54 -2.38 -4.63  0.5109
C -0.80 1.01 2.72  -1.5780
H -1.77 1.45 2.95  0.4813
H -0.09 1.86 2.66  0.3549
H -0.51 0.39 3.58  0.4958

---

Entry 4:
Formula: C6H7NO2
Source: the Open Molecules 2025 dataset
Level of theory: ωB97M-V/def2-TZVPD

Spin multiplicity: 3
ΔE to the lowest compared entry with this formula, charge and spin in kcal per mole: 53.97
HOMO level (alpha / beta) in Eh: -0.22324 / -0.36400
Electronic energy in Eh: -437.78809
Charge: 0

Last column: natural (NBO) charge in e.
CARTESIAN COORDINATES (ANGSTROEM)
C -1.68 -1.53 -0.39  -0.2727
C -0.86 2.04 -0.40  0.3094
C -0.54 -1.91 -0.40  0.0052
C 0.31 1.45 0.15  0.1988
C 0.34 0.73 1.27  0.1986
C 0.93 -2.09 -0.41  -0.6948
N -0.04 -0.01 2.15  -0.5558
O -1.97 2.15 0.12  -0.4769
O 1.44 1.53 -0.68  -0.6617
H -2.60 -1.08 -0.72  0.2438
H -0.67 2.62 -1.44  0.0981
H 1.32 -1.40 -1.08  0.2375
H 1.28 -3.13 -0.80  0.2311
H 1.49 -1.90 0.50  0.2480
H -0.35 0.07 3.06  0.4012
H 1.61 2.46 -0.93  0.4902

---

Entry 5:
Formula: C43H63Cl2N12NaSi
Source: the Open Molecules 2025 dataset
Level of theory: ωB97M-V/def2-TZVPD

ΔE to the lowest compared entry with this formula, charge and spin in kcal per mole: 11.79
HOMO level in Eh: -0.01682
Electronic energy in Eh: -3705.57904
Charge: -2

Last column: Mulliken charge in e.
CARTESIAN COORDINATES (ANGSTROEM)
Na -0.63 -0.66 0.49  0.9563
C -1.24 2.06 1.77  0.1759
N 0.04 1.97 2.47  -0.3606
C 0.00 0.98 3.56  -1.7930
C 0.49 -0.48 3.17  0.5672
N 1.44 -0.36 2.08  0.5681
C 2.66 -0.63 2.59  0.2277
C 3.92 -0.66 1.95  -0.6346
C 5.05 -1.05 2.69  -0.7313
C 4.97 -1.41 4.02  -0.5712
C 3.72 -1.40 4.67  -0.8382
C 2.61 -1.03 3.96  0.1091
N 1.26 -0.98 4.36  -0.4235
C -1.13 2.63 0.40  -0.0175
N -0.31 2.23 -0.53  0.1871
C -0.69 2.92 -1.67  0.1615
C -0.18 2.87 -2.96  -0.0050
C -0.77 3.66 -3.93  -0.8042
C -1.84 4.51 -3.63  -0.6790
C -2.36 4.59 -2.34  -0.6039
C -1.77 3.77 -1.38  -0.1250
N -2.02 3.58 -0.05  0.0642
H -1.94 2.66 2.36  0.3247
H -1.71 1.09 1.61  -0.2402
H 0.75 1.61 1.82  0.2355
H -1.02 0.91 3.95  0.2664
H 0.65 1.33 4.37  0.4867
H 4.00 -0.44 0.90  0.2744
H 6.02 -1.08 2.19  0.3737
H 5.87 -1.71 4.56  0.3224
H 3.63 -1.71 5.71  0.3882
H 0.89 -1.82 4.77  0.4268
H 0.63 2.19 -3.20  0.2310
H -0.41 3.62 -4.95  0.3952
H -2.29 5.11 -4.42  0.3229
H -3.20 5.23 -2.11  0.3641
H -2.79 3.94 0.48  0.3954
C -1.54 -4.53 -1.75  -0.8843
N -0.62 -4.38 -0.64  0.7227
C -0.21 -5.61 0.02  0.2251
C 1.20 -5.91 -0.54  -0.5831
N 1.67 -4.60 -0.98  0.3998
C 2.53 -4.58 -2.14  -0.8446
C 0.59 -3.69 -0.94  -1.3210
N 0.64 -2.43 -1.03  0.6359
C 1.92 -1.71 -1.02  -0.1601
C 2.04 -0.75 -2.22  0.5812
N 2.83 0.41 -1.87  0.1506
C 3.38 1.24 -2.64  0.2315
N 3.60 1.25 -4.02  0.1400
C 3.15 0.27 -4.97  -0.8847
C 3.96 2.57 -4.51  -0.6685
C 4.07 3.40 -3.22  -0.5662
N 3.97 2.43 -2.16  -0.0519
C 3.61 2.94 -0.85  -0.6095
H -2.53 -4.81 -1.37  0.3413
H -1.22 -5.29 -2.49  0.3916
H -1.65 -3.57 -2.27  0.0782
H -0.92 -6.42 -0.19  0.6021
H -0.16 -5.45 1.09  -0.8389
H 1.18 -6.62 -1.38  0.3225
H 1.85 -6.32 0.24  0.3377
H 2.14 -5.22 -2.94  0.4109
H 3.53 -4.93 -1.88  0.2968
H 2.61 -3.56 -2.53  0.0735
H 2.79 -2.37 -0.98  0.6201
H 1.94 -1.09 -0.11  -0.8038
H 1.03 -0.42 -2.48  -0.1530
H 2.43 -1.31 -3.08  -0.6544
H 2.10 0.41 -5.27  0.2559
H 3.25 -0.73 -4.55  0.2704
H 3.77 0.33 -5.86  0.3543
H 3.19 2.97 -5.17  0.3128
H 4.90 2.53 -5.06  0.3682
H 3.24 4.13 -3.16  0.2642
H 5.01 3.96 -3.16  0.3276
H 4.44 3.53 -0.45  0.3133
H 3.42 2.10 -0.18  0.0472
H 2.70 3.55 -0.89  0.2143
C -3.74 -1.62 -0.72  -0.9002
Si -3.28 0.18 -1.28  -0.0376
C -5.03 1.08 -0.91  2.3530
C -6.27 0.22 -1.17  -1.9447
C -5.19 2.40 -1.66  -1.8625
C -4.98 1.40 0.59  -1.8106
C -3.07 -0.08 -3.24  2.8992
C -3.25 1.21 -4.05  -2.0183
C -3.95 -1.18 -3.84  -1.8244
C -1.60 -0.49 -3.41  -0.8096
H -4.59 -2.09 -1.24  0.4035
H -3.96 -1.63 0.35  0.2307
H -2.87 -2.28 -0.85  -0.1927
H -6.35 -0.07 -2.22  0.2978
H -7.19 0.78 -0.91  0.4931
H -6.26 -0.69 -0.57  0.3234
H -5.42 2.25 -2.72  0.2988
H -4.28 3.02 -1.59  0.0864
H -6.03 2.98 -1.23  0.5502
H -4.80 0.50 1.19  0.2961
H -5.93 1.84 0.92  0.4554
H -4.17 2.10 0.81  0.0783
H -4.31 1.43 -4.22  0.3823
H -2.77 1.11 -5.03  0.4755
H -2.80 2.07 -3.54  0.2922
H -5.01 -0.95 -3.71  0.2589
H -3.75 -2.15 -3.38  0.2243
H -3.76 -1.28 -4.93  0.4891
H -0.94 0.34 -3.13  -0.6793
H -1.38 -0.77 -4.46  0.5601
H -1.32 -1.34 -2.77  -0.7109
Cl -3.54 -1.55 3.36  -0.2243
C -2.38 -2.85 3.43  0.4646
C -2.83 -4.08 3.85  -0.4567
C -1.96 -5.16 3.93  -0.7103
C -0.67 -4.98 3.47  -0.4297
C -0.22 -3.74 3.02  0.5304
Cl 1.28 -3.80 2.13  -0.1008
C -1.01 -2.53 3.09  -1.0168
N -0.75 -1.23 2.90  -0.2325
H -3.87 -4.19 4.15  0.3959
H -2.29 -6.13 4.28  0.3574
H 0.02 -5.82 3.41  0.5032

---

Entry 6:
Formula: C3H4Cl4S3V
Source: the Open Molecules 2025 dataset
Level of theory: ωB97M-V/def2-TZVPD

Spin multiplicity: 4
ΔE to the lowest compared entry with this formula, charge and spin in kcal per mole: 3.87
HOMO level (alpha / beta) in Eh: -0.25760 / -0.25617
Electronic energy in Eh: -4096.01262
Charge: 0

Last column: natural (NBO) charge in e.
CARTESIAN COORDINATES (ANGSTROEM)
V 0.39 -0.01 -0.20  0.7025
Cl -0.01 -1.86 1.89  0.0665
C 0.11 -0.63 3.16  -0.3896
Cl 0.35 0.97 2.45  0.0665
H 0.97 -0.87 3.77  0.2461
H -0.81 -0.63 3.73  0.2371
Cl -2.54 0.33 -0.01  0.0281
C -2.54 0.67 -1.75  -0.3879
Cl -0.89 0.58 -2.38  0.1142
H -2.92 1.68 -1.90  0.2403
H -3.15 -0.08 -2.24  0.2403
S 4.15 -0.02 -2.61  -0.0605
C 2.81 -0.03 -1.68  -0.5092
S 1.85 -1.48 -1.40  -0.2972
S 2.22 1.39 -0.83  -0.2973

---

Entry 7:
Formula: C31H29HfN6O5PS4Sb
Source: the Open Molecules 2025 dataset
Level of theory: ωB97M-V/def2-TZVPD

ΔE to the lowest compared entry with this formula, charge and spin in kcal per mole: 20.44
HOMO level in Eh: -0.17065
Electronic energy in Eh: -4126.26305
Charge: -1

Last column: Mulliken charge in e.
CARTESIAN COORDINATES (ANGSTROEM)
Hf -0.21 0.15 -0.03  2.0180
N -0.44 1.40 3.74  -0.2831
C 0.13 0.20 3.80  0.1765
N 0.79 -0.13 4.92  -0.6250
C 1.28 -1.36 4.94  0.3957
N 1.97 -1.74 6.05  -0.4023
N 1.14 -2.28 3.98  -0.6384
C 0.50 -1.83 2.91  -0.2067
N -0.01 -0.63 2.72  -0.1501
C 0.39 -2.81 1.78  0.8414
C 0.65 -4.15 2.02  -0.7677
C 0.56 -5.06 0.98  -0.5644
C 0.21 -4.59 -0.27  -1.1852
C -0.04 -3.24 -0.42  -0.2525
N 0.06 -2.35 0.57  0.1489
H -0.02 2.10 4.33  0.2626
H -0.78 1.68 2.83  0.3869
H 2.28 -1.01 6.66  0.2635
H 2.53 -2.57 5.96  0.2431
H 0.92 -4.45 3.02  0.4984
H 0.76 -6.11 1.15  0.4283
H 0.12 -5.25 -1.13  0.4878
H -0.33 -2.86 -1.38  0.3630
S 3.09 3.70 -0.87  -0.6040
Sb 1.82 2.82 0.77  0.7549
S 2.14 0.36 0.59  -0.6919
S -0.43 3.89 0.45  -0.3517
S 2.29 3.30 2.93  -0.6926
O -3.04 -1.31 -2.78  -0.7245
C -1.93 -1.20 -2.34  0.2974
O -1.63 -0.90 -1.09  -0.9582
C -0.72 -1.46 -3.26  -1.1650
P 0.90 -0.88 -2.57  0.8693
C 1.56 0.30 -3.78  1.0658
C 2.60 1.12 -3.33  -0.7573
C 3.18 2.04 -4.19  -0.7471
C 2.74 2.14 -5.50  -0.6112
C 1.71 1.34 -5.96  -0.5960
C 1.12 0.42 -5.10  -0.4726
C 2.03 -2.30 -2.84  0.6419
C 2.02 -3.06 -4.01  -0.5943
C 2.92 -4.10 -4.20  -0.7609
C 3.86 -4.38 -3.21  -0.4976
C 3.89 -3.63 -2.05  -0.6544
C 2.97 -2.59 -1.86  -0.0869
H -0.97 -1.02 -4.22  0.3594
H -0.68 -2.54 -3.42  0.6965
H 2.92 1.08 -2.30  0.4571
H 3.96 2.69 -3.81  0.4221
H 3.20 2.87 -6.17  0.3729
H 1.35 1.42 -6.98  0.4300
H 0.31 -0.20 -5.47  0.3419
H 1.30 -2.83 -4.80  0.3450
H 2.90 -4.68 -5.11  0.4174
H 4.57 -5.19 -3.35  0.3831
H 4.62 -3.84 -1.28  0.4453
H 3.00 -2.00 -0.96  0.2763
C -2.58 1.61 -5.82  -0.5979
O -3.47 2.17 -4.88  -0.5144
C -3.04 2.20 -3.58  1.0363
C -3.99 2.55 -2.63  -1.3262
C -3.60 2.64 -1.30  -0.8146
C -2.31 2.35 -0.88  -0.6177
C -1.79 2.58 0.53  2.0048
C -2.84 3.10 1.49  -2.1113
O -1.21 1.41 1.08  -0.8368
C -1.39 1.94 -1.86  -0.1024
O -0.15 1.54 -1.47  0.5294
C -1.74 1.90 -3.20  -0.0346
H -3.12 1.60 -6.77  0.3212
H -2.32 0.58 -5.55  0.1721
H -1.67 2.20 -5.93  0.2944
H -5.00 2.75 -2.94  0.4183
H -4.33 2.96 -0.57  0.4374
H -3.29 4.02 1.11  0.4745
H -2.38 3.33 2.45  0.4684
H -3.62 2.35 1.63  0.4117
H -0.97 1.65 -3.92  0.3385

---

Entry 8:
Formula: C11H22AlN3O2
Source: the Open Molecules 2025 dataset
Level of theory: ωB97M-V/def2-TZVPD

HOMO level in Eh: 0.04764
Electronic energy in Eh: -989.39635
Charge: -2

Last column: natural (NBO) charge in e.
CARTESIAN COORDINATES (ANGSTROEM)
C -2.68 0.14 -1.81  -0.6383
C -3.81 -0.90 -2.25  -0.2256
N -4.83 -1.19 -1.18  -1.1246
Al -6.44 -0.17 -1.63  1.0831
C -5.92 1.76 -2.17  0.3599
O -6.10 2.66 -1.26  -0.8353
O -5.39 2.06 -3.43  -0.9303
H -3.21 1.10 -1.47  0.2447
H -1.93 -0.26 -1.05  0.1872
H -2.13 0.43 -2.78  0.1701
H -3.39 -1.88 -2.66  0.1312
H -4.38 -0.40 -3.12  0.1950
H -5.14 -2.16 -1.36  0.3225
H -7.22 -0.94 -2.82  -0.4739
H -7.35 -0.17 -0.30  -0.4620
C 1.92 -2.46 0.12  -0.6225
C 1.65 -1.56 1.33  -0.3797
C 0.38 -1.94 2.08  -0.4888
C -0.81 -1.82 1.17  0.2268
N -1.74 -1.73 0.46  -0.2503
H 1.13 -2.38 -0.62  0.2270
H 2.85 -2.17 -0.36  0.2360
H 2.01 -3.50 0.43  0.1831
H 1.58 -0.52 0.99  0.2138
H 2.50 -1.62 2.01  0.1904
H 0.24 -1.28 2.94  0.2332
H 0.44 -2.97 2.45  0.2238
C 3.83 2.90 1.74  -0.6141
C 5.19 2.28 2.03  -0.3815
C 5.77 1.54 0.82  -0.4991
C 4.85 0.43 0.41  0.2985
N 4.13 -0.44 0.09  -0.3425
H 3.08 2.15 1.49  0.2276
H 3.47 3.44 2.62  0.2169
H 3.89 3.61 0.91  0.2059
H 5.09 1.59 2.87  0.2066
H 5.89 3.06 2.34  0.2018
H 6.75 1.12 1.07  0.2409
H 5.90 2.22 -0.02  0.2425